a | Computed, not measured: C4H7N3 in the gas phase, with ωB97M-V with the def2-TZVPD basis set.

```
14
Properties=species:S:1:pos:R:3:lowdin_charge:R:1
C -1.11610 1.36452 1.61715 -0.027
N -0.65098 1.33322 0.23387 -0.103
C -0.03883 0.16521 -0.35977 -0.390
N -1.28410 0.30336 -0.68478 0.195
N 0.21589 -2.12500 -1.75909 0.058
C 1.24101 -1.67908 -1.12934 -0.302
C 1.16321 -0.45694 -0.35651 -0.088
H -1.16421 0.33428 1.97114 0.099
H -0.41916 1.94095 2.23073 0.090
H -2.11425 1.80853 1.65081 0.091
H -0.49902 2.23278 -0.21285 0.164
H 0.44127 -2.98741 -2.25000 0.031
H 2.21772 -2.18413 -1.13817 0.099
H 2.00755 -0.05031 0.18681 0.083
```

Values from the calculation:
- E_HOMO (eV) = -7.6
- multiplicity = 1


b | Computed, not measured: C4H7N3 in the gas phase, with ωB97M-V with the def2-TZVPD basis set.

```
14
Properties=species:S:1:pos:R:3:lowdin_charge:R:1
C 2.25720 0.24947 0.23768 -0.118
N 1.15724 0.38733 -0.67822 -0.044
C -0.15788 0.16647 -0.33512 -0.393
N -1.12170 0.77078 -1.01928 0.064
N -2.26015 0.22613 -0.54205 -0.055
C -2.04531 -0.66803 0.44247 -0.122
C -0.68261 -0.73538 0.62958 -0.031
H 2.07699 0.74228 1.20549 0.082
H 2.50031 -0.80531 0.43191 0.076
H 3.14115 0.71179 -0.21290 0.080
H 1.27624 0.96297 -1.48978 0.116
H -3.13697 0.56642 -0.89666 0.143
H -2.85900 -1.21561 0.89732 0.110
H -0.14550 -1.35931 1.32956 0.092
```

Values from the calculation:
- E_HOMO (eV) = -7.8
- multiplicity = 1


Pick b: it beats the second-best structure by 0.1149 hartree.


a | Computed, not measured: C4H7N3 in the gas phase, with ωB97M-V with the def2-TZVPD basis set.

```
14
Properties=species:S:1:pos:R:3:lowdin_charge:R:1
C 2.28818 0.06820 0.19209 -0.091
N 1.12220 -0.34553 -0.58158 -0.021
C -0.06963 -0.37665 0.07258 -0.282
N -1.56731 1.58202 -1.11357 0.056
N -2.19327 0.64058 -0.67598 -0.198
C -1.53959 -0.53785 -0.01931 -0.218
C -0.73160 -0.38148 1.19897 0.045
H 2.37390 -0.55977 1.08338 0.085
H 3.19074 -0.08006 -0.40791 0.079
H 2.24172 1.12004 0.50945 0.087
H 1.07516 0.07462 -1.50060 0.125
H -3.22603 0.53242 -0.80181 0.122
H -2.15016 -1.43275 -0.20516 0.120
H -0.77847 -0.42896 2.26986 0.091
```

Values from the calculation:
- E_HOMO (eV) = -7.7
- multiplicity = 1


b | Computed, not measured: C4H7N3 in the gas phase, with ωB97M-V with the def2-TZVPD basis set.

```
14
Properties=species:S:1:pos:R:3:lowdin_charge:R:1
C 1.18112 -1.44044 -0.82444 -0.089
C 0.83282 -0.67497 0.44944 -0.247
N -0.49971 -0.09348 0.38249 0.014
C -0.67000 1.23708 0.12673 -0.465
N 0.27088 2.09837 0.20080 0.137
C -2.04677 1.58692 -0.23680 -0.138
N -3.11278 1.89721 -0.56212 0.159
H 1.00998 -0.81135 -1.70425 0.076
H 0.57369 -2.34818 -0.92635 0.071
H 2.23342 -1.74246 -0.81600 0.073
H 1.52202 0.15751 0.60568 0.100
H 0.89551 -1.32866 1.32641 0.113
H -1.26872 -0.70625 0.15118 0.137
H -0.06866 3.03542 0.00502 0.058
```

Values from the calculation:
- E_HOMO (eV) = -9.7
- multiplicity = 1


Pick b: it beats the second-best structure by 0.1544 hartree.


a | Computed, not measured: an isolated ion of composition C7H11BrN and charge +1, with ωB97M-V with the def2-TZVPD basis set.

```
20
Properties=species:S:1:pos:R:3:lowdin_charge:R:1
C 0.09601 2.40383 0.21885 -0.079
C 0.35410 1.82550 1.42059 -0.055
C -0.36282 1.77529 -1.00035 -0.149
C 0.32155 0.32392 1.39323 -0.092
C 0.10247 0.70389 -1.66003 -0.032
C 0.89789 -0.34022 0.31763 -0.600
C -0.99230 -1.99052 -0.09484 -0.037
N 0.45199 -1.84251 0.23334 -0.043
Br 2.84523 -0.30374 -0.18526 0.780
H -0.47149 3.42053 0.39755 0.162
H 0.41767 2.42976 2.36507 0.135
H -1.41583 1.87051 -1.02682 0.110
H -0.44523 -0.18864 1.92737 0.101
H -0.50733 0.19035 -2.32831 0.050
H 1.18603 0.42794 -1.81204 0.023
H -1.27594 -1.59084 -1.14203 0.124
H -1.30061 -3.01948 -0.04923 0.085
H -1.64140 -1.44055 0.74855 0.144
H 0.91091 -2.21271 -0.70746 0.194
H 0.82911 -2.44232 0.98417 0.179
```

Values from the calculation:
- net charge = +1
- E_HOMO (eV) = -13.1
- multiplicity = 1


b | Computed, not measured: an isolated ion of composition C7H11BrN and charge +1, with ωB97M-V with the def2-TZVPD basis set.

```
20
Properties=species:S:1:pos:R:3:lowdin_charge:R:1
C -1.06518 1.36457 -1.07130 -0.038
C -0.57049 2.51459 -0.34466 -0.147
C -0.64418 0.10638 -1.07402 -0.058
C 0.31214 2.46161 0.62392 -0.618
C 0.31087 -0.13443 1.15486 -0.147
C -0.94172 -0.40604 1.87324 -0.039
C 1.80910 -0.08843 -0.69633 0.036
N 0.41304 -0.45695 -0.23839 -0.138
Br 1.25915 2.95390 2.01257 0.924
H -1.91588 1.50884 -1.67743 0.117
H -0.89915 3.45319 -0.61584 0.091
H -1.19633 -0.58520 -1.66935 0.129
H 1.35100 0.04639 1.62446 0.137
H -0.77244 -1.16556 2.49514 0.039
H -1.67429 -0.65101 1.04694 0.113
H -1.47126 0.36517 2.44217 0.107
H 1.95343 1.04629 -0.51463 0.132
H 2.57556 -0.55283 -0.22526 0.076
H 1.80488 -0.23810 -1.69928 0.076
H 0.56872 -1.47692 -0.38870 0.207
```

Values from the calculation:
- net charge = +1
- E_HOMO (alpha / beta) (eV) = -12.6 / -11.9
- multiplicity = 1


Pick a: it beats the second-best structure by 0.0508 hartree.


a | Computed, not measured: a 2-piece molecular cluster, C3H4OS overall, with ωB97M-V with the def2-TZVPD basis set.

```
9
Properties=species:S:1:pos:R:3:lowdin_charge:R:1
C -1.53078 -0.77458 0.64331 -0.043
C -0.85251 -1.56088 1.20359 0.004
C 1.26300 1.18953 -0.33488 -0.309
O 0.34113 -0.18201 -2.28992 -0.549
S 0.06799 0.94529 -1.42263 0.817
H -2.07074 -0.00127 0.17919 0.004
H -0.04191 -2.08355 1.64752 0.026
H 0.92381 2.03152 0.38351 0.051
H 1.90001 0.43594 -0.00968 -0.001
```

Values from the calculation:
- E_HOMO (eV) = -9.7
- multiplicity = 1


b | Computed, not measured: a 2-piece molecular cluster, C3H4OS overall, with ωB97M-V with the def2-TZVPD basis set.

```
9
Properties=species:S:1:pos:R:3:lowdin_charge:R:1
C -0.33450 -0.17914 -0.57292 -0.112
C -0.10011 0.94522 0.03454 0.041
C 2.25447 0.35724 1.05341 -0.252
O 4.45859 -0.24326 -0.23065 -0.577
S 3.00789 0.05253 -0.32155 0.799
H -1.15534 -0.49565 -1.20437 0.065
H 0.10037 -1.00419 -0.15390 0.005
H -0.25559 1.98298 -0.21796 0.041
H 2.07712 0.57634 2.07273 -0.010
```

Values from the calculation:
- E_HOMO (alpha / beta) (eV) = -9.8 / -9.4
- multiplicity = 1


Pick a: it beats the second-best structure by 0.0978 hartree.


a | Computed, not measured: C3H4OS in the gas phase, with ωB97M-V with the def2-TZVPD basis set.

```
9
Properties=species:S:1:pos:R:3:lowdin_charge:R:1
C -1.33514 1.77842 -0.37867 0.174
C -1.24358 0.26512 0.27699 -0.618
C 0.00535 -0.63832 0.28371 -0.158
O -3.90494 0.31165 0.20917 -0.536
S -2.71766 -0.50206 0.01583 0.957
H -2.39531 1.95557 -0.20385 -0.062
H 0.13738 -1.14783 1.30057 0.092
H 0.98106 -0.19312 0.16918 0.057
H -0.29154 -1.23849 -0.67014 0.094
```

Values from the calculation:
- E_HOMO (alpha / beta) (eV) = -9.4 / -9.3
- multiplicity = 1


b | Computed, not measured: C3H4OS as an isolated structure, with ωB97M-V with the def2-TZVPD basis set.

```
9
Properties=species:S:1:pos:R:3:lowdin_charge:R:1
C -0.28472 -1.34283 -1.48876 -0.489
C 0.36084 -0.11744 -1.09571 -0.661
C 0.13321 0.50363 0.33436 -0.012
O 1.22396 0.37113 -1.80499 0.012
S 0.97840 -2.36624 -1.33184 0.815
H -1.41313 -1.40132 -1.57193 0.108
H -0.61369 0.23497 1.05058 0.057
H 0.13839 1.58109 0.34129 0.070
H 1.06001 0.12513 0.84824 0.100
```

Values from the calculation:
- E_HOMO (eV) = -9.1
- multiplicity = 1


c | Computed, not measured: C3H4OS in the gas phase, with ωB97M-V with the def2-TZVPD basis set.

```
9
Properties=species:S:1:pos:R:3:lowdin_charge:R:1
C 0.39992 -1.20099 0.09213 -0.451
C 0.30840 1.20435 0.00912 -0.425
C -0.86362 0.65642 -0.14410 -0.263
H 0.30541 -1.27675 1.16744 0.081
H 0.56890 -2.14882 -0.45182 0.102
H 0.39319 2.27703 0.19167 0.080
H -1.85756 1.11697 -0.27402 0.138
O -0.88623 -0.69371 -0.34144 -0.146
S 1.63159 0.06550 -0.24899 0.885
```

Values from the calculation:
- E_HOMO (eV) = -8.1
- multiplicity = 1


Pick c: it beats the second-best structure by 0.0335 hartree.


a | Computed, not measured: a 2-piece molecular cluster, C3H4OS overall, with ωB97M-V with the def2-TZVPD basis set.

```
9
Properties=species:S:1:pos:R:3:lowdin_charge:R:1
C -0.56427 -0.39985 0.18343 0.049
C -1.69757 0.07146 0.20260 -0.450
C 2.09654 -0.01723 -0.03980 0.042
O -4.08738 0.24918 -0.75571 -0.545
S -3.34067 0.33663 0.50586 0.866
H 0.62005 -0.26064 0.06913 -0.044
H 2.29510 -0.33293 -1.04775 0.028
H 2.45218 -0.67835 0.73119 0.028
H 2.22603 1.03174 0.15106 0.026
```

Values from the calculation:
- E_HOMO (alpha / beta) (eV) = -9.8 / -8.7
- multiplicity = 1


b | Computed, not measured: C3H4OS in the gas phase, with ωB97M-V with the def2-TZVPD basis set.

```
9
Properties=species:S:1:pos:R:3:lowdin_charge:R:1
C -1.93718 0.16754 -0.04483 -0.101
C -0.61787 0.16440 -0.33363 -0.628
C 2.05624 -0.39346 0.05416 -0.554
H -2.62959 -0.67815 0.29376 0.069
H -2.61990 1.11508 0.18823 0.093
H 0.11616 1.11273 -0.34121 0.114
H 2.84016 -1.14417 0.71125 0.152
O 2.35620 0.75263 -0.24075 -0.060
S 0.43577 -1.09659 -0.28698 0.916
```

Values from the calculation:
- E_HOMO (eV) = -8.9
- multiplicity = 1


Pick b: it beats the second-best structure by 0.1359 hartree.